[1]
{"formula": "C19H21FN2O3S2", "method": "the ωB97M-V functional and the def2-TZVPD basis", "homo_energy_ev": -8.8, "smiles": "O=C(CSCc1ccccc1)N1CCN(S(=O)(=O)c2ccc(F)cc2)CC1", "relative_energy_ev": 0.140, "lumo_energy_ev": 0.48, "species": ["O", "C", "C", "S", "C", "C", "C", "C", "C", "C", "C", "N", "C", "C", "N", "S", "O", "O", "C", "C", "C", "C", "F", "C", "C", "C", "C", "H", "H", "H", "H", "H", "H", "H", "H", "H", "H", "H", "H", "H", "H", "H", "H", "H", "H", "H", "H", "H"], "positions_angstrom": [[2.159, 2.263, -0.577], [1.566, 1.564, 0.222], [2.319, 0.549, 1.061], [1.917, -1.153, 0.525], [3.484, -1.998, 0.979], [4.648, -1.419, 0.246], [5.623, -0.696, 0.923], [6.683, -0.134, 0.233], [6.773, -0.281, -1.140], [5.800, -0.994, -1.822], [4.744, -1.559, -1.134], [0.236, 1.678, 0.432], [-0.602, 0.819, 1.236], [-1.514, -0.008, 0.317], [-2.261, 0.831, -0.593], [-3.648, 1.496, 0.086], [-3.471, 1.817, 1.476], [-4.110, 2.525, -0.796], [-4.742, 0.083, -0.034], [-5.219, -0.528, 1.110], [-6.058, -1.625, 0.999], [-6.393, -2.074, -0.268], [-7.204, -3.139, -0.384], [-5.922, -1.464, -1.421], [-5.085, -0.371, -1.294], [-1.426, 1.749, -1.343], [-0.537, 2.572, -0.409], [2.101, 0.651, 2.126], [3.383, 0.698, 0.876], [3.600, -1.922, 2.060], [3.307, -3.037, 0.703], [5.556, -0.579, 1.996], [7.436, 0.425, 0.769], [7.596, 0.163, -1.679], [5.864, -1.107, -2.894], [3.976, -2.104, -1.663], [-0.008, 0.148, 1.852], [-1.231, 1.446, 1.877], [-2.231, -0.575, 0.912], [-0.907, -0.702, -0.274], [-4.933, -0.131, 2.071], [-6.451, -2.127, 1.869], [-6.215, -1.847, -2.386], [-4.697, 0.145, -2.157], [-2.092, 2.399, -1.909], [-0.809, 1.161, -2.029], [0.161, 3.189, -0.977], [-1.167, 3.204, 0.227]], "lowdin_charge": [0.06, -0.53, -0.35, 0.89, -0.41, -0.33, -0.06, -0.08, -0.09, -0.08, -0.05, -0.05, -0.14, -0.17, -0.23, 0.68, -0.29, -0.27, -0.28, -0.05, 0.01, -0.27, 0.07, 0.01, -0.04, -0.16, -0.10, 0.09, 0.08, 0.08, 0.08, 0.11, 0.10, 0.10, 0.10, 0.11, 0.09, 0.12, 0.12, 0.11, 0.12, 0.12, 0.12, 0.12, 0.11, 0.14, 0.13, 0.13]}

---

[2]
{"formula": "C19H21FN2O4S", "method": "the ωB97M-V functional and the def2-TZVPD basis", "homo_energy_ev": -8.6, "smiles": "COc1ccccc1NC(=O)c1cc(S(=O)(=O)NC2CCCC2)ccc1F", "relative_energy_ev": 0.216, "lumo_energy_ev": 0.42, "species": ["C", "O", "C", "C", "C", "C", "C", "C", "N", "C", "O", "C", "C", "C", "S", "O", "O", "N", "C", "C", "C", "C", "C", "C", "C", "C", "F", "H", "H", "H", "H", "H", "H", "H", "H", "H", "H", "H", "H", "H", "H", "H", "H", "H", "H", "H", "H", "H"], "positions_angstrom": [[-6.462, -1.557, 0.087], [-5.153, -1.255, -0.332], [-4.753, 0.050, -0.326], [-5.541, 1.129, 0.042], [-5.027, 2.416, -0.005], [-3.735, 2.639, -0.440], [-2.939, 1.570, -0.818], [-3.426, 0.274, -0.740], [-2.667, -0.846, -1.103], [-1.347, -1.082, -0.934], [-0.807, -2.076, -1.377], [-0.561, -0.073, -0.147], [0.618, 0.438, -0.674], [1.404, 1.286, 0.080], [2.940, 1.887, -0.639], [2.645, 2.345, -1.963], [3.559, 2.773, 0.299], [3.902, 0.561, -0.798], [4.489, -0.043, 0.377], [3.608, -1.112, 1.032], [3.810, -2.354, 0.158], [5.222, -2.214, -0.445], [5.742, -0.837, -0.006], [1.050, 1.643, 1.367], [-0.113, 1.131, 1.918], [-0.896, 0.277, 1.159], [-2.007, -0.235, 1.719], [-6.629, -1.255, 1.125], [-6.552, -2.639, 0.009], [-7.209, -1.083, -0.557], [-6.556, 0.979, 0.374], [-5.651, 3.245, 0.292], [-3.343, 3.641, -0.497], [-1.939, 1.745, -1.184], [-3.206, -1.630, -1.452], [0.912, 0.183, -1.680], [3.587, -0.084, -1.503], [4.705, 0.795, 1.042], [2.562, -0.816, 1.097], [3.976, -1.295, 2.042], [3.708, -3.268, 0.741], [3.055, -2.386, -0.629], [5.882, -3.006, -0.095], [5.181, -2.280, -1.532], [6.302, -0.333, -0.790], [6.382, -0.932, 0.871], [1.695, 2.309, 1.916], [-0.419, 1.376, 2.922]], "lowdin_charge": [-0.08, -0.08, -0.21, -0.02, -0.08, -0.08, -0.02, -0.17, 0.17, -0.42, 0.09, -0.08, 0.00, -0.27, 0.64, -0.28, -0.28, -0.08, -0.36, -0.14, -0.18, -0.18, -0.14, -0.04, 0.03, -0.21, 0.10, 0.10, 0.10, 0.10, 0.10, 0.10, 0.10, 0.12, 0.16, 0.14, 0.12, 0.14, 0.10, 0.12, 0.11, 0.10, 0.10, 0.10, 0.11, 0.11, 0.12, 0.13]}

---

[3]
{"formula": "C19H21GeOOsSSe3Te", "method": "the ωB97M-V functional and the def2-TZVPD basis", "homo_energy_ev": [-13.2, -13.2], "charge": 2, "multiplicity": 2, "lumo_energy_ev": [-9.72, -9.52], "species": ["Os", "Se", "Se", "Te", "Se", "C", "S", "C", "O", "H", "H", "H", "H", "H", "H", "C", "Ge", "C", "C", "C", "C", "C", "C", "C", "C", "C", "C", "C", "C", "C", "C", "C", "C", "H", "H", "H", "H", "H", "H", "H", "H", "H", "H", "H", "H", "H", "H", "H"], "positions_angstrom": [[1.319, 0.445, 1.032], [1.595, -0.933, 3.052], [1.212, 0.522, 4.795], [0.894, 2.925, 3.915], [1.494, 2.855, 1.520], [5.539, 0.737, 1.592], [4.778, 0.385, -0.029], [5.539, -1.252, -0.229], [3.318, 0.063, 0.270], [5.334, -0.068, 2.292], [5.159, 1.683, 1.971], [6.608, 0.832, 1.433], [6.614, -1.103, -0.296], [5.178, -1.698, -1.151], [5.299, -1.891, 0.615], [-2.089, 0.029, 2.936], [-1.108, 0.243, 1.214], [-1.900, 1.772, 0.182], [-3.222, 2.101, 0.447], [-3.821, 3.147, -0.236], [-3.088, 3.893, -1.146], [-1.767, 3.572, -1.403], [-1.174, 2.510, -0.743], [-1.311, -1.489, 0.248], [-2.086, -2.479, 0.822], [-2.665, -3.470, 0.029], [-2.434, -3.483, -1.328], [-1.575, -2.544, -1.932], [-1.308, -2.549, -3.317], [-0.418, -1.661, -3.869], [0.281, -0.766, -3.050], [0.037, -0.744, -1.701], [-0.933, -1.568, -1.112], [-3.098, -0.328, 2.732], [-2.169, 0.980, 3.462], [-1.606, -0.696, 3.591], [-3.793, 1.530, 1.168], [-4.858, 3.381, -0.050], [-3.548, 4.729, -1.649], [-1.193, 4.140, -2.119], [-0.137, 2.267, -0.966], [-2.290, -2.466, 1.881], [-3.305, -4.208, 0.486], [-2.894, -4.240, -1.945], [-1.836, -3.250, -3.945], [-0.235, -1.659, -4.932], [1.018, -0.108, -3.486], [0.648, -0.086, -1.051]], "lowdin_spin": [0.69, 0.02, 0.03, 0.09, 0.10, 0.00, 0.00, 0.00, 0.02, 0.00, 0.00, 0.00, 0.00, 0.00, 0.00, 0.02, 0.02, 0.00, 0.00, 0.00, 0.00, 0.00, 0.00, 0.00, 0.00, 0.00, 0.00, 0.00, 0.00, 0.00, 0.00, 0.01, 0.00, 0.00, 0.00, 0.00, 0.00, 0.00, 0.00, 0.00, 0.00, 0.00, 0.00, 0.00, 0.00, 0.00, 0.00, 0.00]}

---

[4]
{"formula": "C19H21IrN4O2", "method": "the ωB97M-V functional and the def2-TZVPD basis", "homo_energy_ev": [-19.0, -19.0], "charge": 3, "relative_energy_ev": 0.670, "multiplicity": 2, "lumo_energy_ev": [-13.01, -13.14], "species": ["Ir", "C", "C", "C", "C", "N", "C", "C", "C", "C", "C", "C", "N", "H", "H", "H", "H", "H", "H", "H", "H", "N", "C", "C", "C", "O", "O", "H", "H", "H", "H", "H", "H", "C", "C", "C", "C", "N", "C", "C", "H", "H", "H", "H", "H", "H", "H"], "positions_angstrom": [[-0.385, -0.061, -0.367], [-0.068, 0.795, 3.846], [-1.039, -0.033, 4.383], [-1.772, -0.860, 3.539], [-1.506, -0.852, 2.185], [-0.536, -0.058, 1.676], [0.154, 0.762, 2.483], [-2.248, -1.647, 1.188], [-3.213, -2.578, 1.518], [-3.863, -3.284, 0.517], [-3.528, -3.051, -0.811], [-2.556, -2.121, -1.088], [-1.928, -1.415, -0.121], [0.509, 1.469, 4.464], [-1.241, -0.029, 5.446], [-2.549, -1.488, 3.949], [0.888, 1.405, 2.019], [-3.459, -2.765, 2.552], [-4.619, -4.016, 0.772], [-4.006, -3.586, -1.620], [-2.268, -1.936, -2.112], [-0.329, 0.007, -2.497], [-0.765, 1.278, -3.165], [-2.104, 1.797, -2.659], [-1.989, 2.352, -1.276], [-2.477, 3.358, -0.817], [-1.270, 1.773, -0.315], [0.615, -0.192, -2.833], [-0.890, -0.750, -2.883], [-0.825, 1.101, -4.239], [0.016, 2.025, -3.012], [-2.878, 1.023, -2.652], [-2.470, 2.595, -3.306], [5.889, 0.875, -0.334], [4.412, 0.694, -0.354], [3.577, 1.526, -1.110], [2.217, 1.337, -1.107], [1.639, 0.370, -0.365], [2.423, -0.435, 0.392], [3.788, -0.306, 0.407], [6.241, 1.434, -1.198], [6.402, -0.084, -0.284], [6.168, 1.436, 0.563], [3.991, 2.328, -1.709], [1.555, 1.987, -1.671], [1.928, -1.195, 0.988], [4.371, -0.985, 1.015]], "lowdin_spin": [0.95, 0.00, 0.00, 0.00, 0.00, 0.00, 0.00, 0.02, 0.00, 0.02, 0.00, 0.01, 0.05, 0.00, 0.00, 0.00, 0.00, 0.00, 0.00, 0.00, 0.00, 0.00, 0.00, 0.00, 0.00, -0.13, -0.03, 0.00, 0.00, 0.00, 0.00, 0.00, 0.00, 0.00, 0.01, 0.01, 0.01, 0.05, 0.01, 0.00, 0.00, 0.00, 0.00, 0.00, 0.00, 0.00, 0.00]}